This record from the Open Molecules 2025 dataset describes a molecular structure, C24H43AuBN6Si. The level of theory is ωB97M-V with the def2-TZVPD basis set.

Positions of all 76 atoms, in Å:
Au -0.25 -0.38 0.29
C -2.34 -3.45 0.05
C -2.09 -2.69 -1.20
C -2.50 -3.02 -2.50
C -1.96 -2.04 -3.31
C -2.08 -1.88 -4.79
N -1.28 -1.18 -2.53
N -1.36 -1.58 -1.24
B -0.46 0.06 -2.95
N 1.00 -0.11 -2.41
N 1.29 -0.30 -1.09
C 2.62 -0.44 -0.98
C 3.30 -0.73 0.30
C 3.19 -0.32 -2.24
C 2.13 -0.11 -3.12
C 2.19 0.09 -4.59
N -1.11 1.34 -2.42
N -1.46 1.46 -1.11
C -2.19 2.57 -1.02
C -2.81 3.06 0.25
C -2.30 3.18 -2.28
C -1.61 2.37 -3.14
C -1.41 2.51 -4.62
H -3.22 -4.08 -0.06
H -1.50 -4.10 0.29
H -2.51 -2.79 0.90
H -3.10 -3.86 -2.80
H -2.71 -2.67 -5.19
H -2.54 -0.92 -5.05
H -1.11 -1.93 -5.28
H -0.39 0.10 -4.13
H 2.67 -0.47 1.15
H 3.56 -1.79 0.39
H 4.22 -0.15 0.39
H 4.23 -0.38 -2.49
H 3.22 0.08 -4.92
H 1.65 -0.70 -5.12
H 1.74 1.04 -4.89
H -3.02 2.25 0.93
H -2.17 3.79 0.75
H -3.76 3.56 0.02
H -2.83 4.09 -2.53
H -1.87 3.44 -4.95
H -0.35 2.55 -4.88
H -1.86 1.69 -5.17
C -1.54 -0.29 2.02
Si 0.50 -0.01 2.38
C 0.89 1.73 2.95
C 2.34 2.03 2.52
C 0.73 1.91 4.47
C -0.05 2.70 2.22
C 1.12 -1.51 3.36
C 1.10 -2.76 2.47
C 2.53 -1.30 3.93
C 0.14 -1.73 4.54
H -1.31 0.07 3.06
H -2.03 -1.24 2.19
H -2.23 0.47 1.66
H 3.06 1.36 3.00
H 2.58 3.05 2.82
H 2.46 1.97 1.44
H 1.39 1.27 5.04
H -0.30 1.74 4.80
H 0.99 2.95 4.72
H 0.00 2.59 1.14
H 0.24 3.73 2.47
H -1.09 2.58 2.54
H 1.79 -2.68 1.63
H 0.10 -2.96 2.07
H 1.40 -3.63 3.07
H 3.28 -1.15 3.16
H 2.81 -2.19 4.49
H 2.57 -0.45 4.62
H -0.85 -2.04 4.19
H 0.02 -0.85 5.17
H 0.52 -2.53 5.17

Computed properties:
* energy: -1718.77219 hartree
* LUMO energy: -3.2 eV
* net charge: +1
* ΔE to the lowest compared entry with this formula, charge and spin: 0.0 kJ/mol
* maximum force: 0.003 Eh/bohr
* frontier orbital gap: 7.863 eV

Now the Mulliken charges, all in e: number 1, Au, carries 0.8444; number 2, C, carries -1.1421; number 3, C, carries 0.1501; number 4, C, carries -1.4528; number 5, C, carries 1.0161; number 6, C, carries -1.2436; number 7, N, carries 0.5235; number 8, N, carries 0.0795; number 9, B, carries -0.7186; number 10, N, carries 0.3917; number 11, N, carries -0.1162; number 12, C, carries 0.3133; number 13, C, carries -0.3470; number 14, C, carries -1.6953; number 15, C, carries 1.2244; number 16, C, carries -1.3057; number 17, N, carries 0.4706; number 18, N, carries 0.2878; number 19, C, carries 0.6306; number 20, C, carries -1.4726; number 21, C, carries -1.4800; number 22, C, carries 0.9293; number 23, C, carries -1.2711; number 24, H, carries 0.4361; number 25, H, carries 0.1978; number 26, H, carries 0.1813; number 27, H, carries 0.4971; number 28, H, carries 0.3656; number 29, H, carries 0.2327; number 30, H, carries 0.2290; number 31, H, carries -0.0969; number 32, H, carries -0.6214; number 33, H, carries 0.3382; number 34, H, carries 0.4481; number 35, H, carries 0.5215; number 36, H, carries 0.3500; number 37, H, carries 0.2775; number 38, H, carries 0.2237; number 39, H, carries 0.2666; number 40, H, carries 0.2143; number 41, H, carries 0.4510; number 42, H, carries 0.4884; number 43, H, carries 0.3572; number 44, H, carries 0.2099; number 45, H, carries 0.2270; number 46, C, carries -0.7829; number 47, Si, carries -1.6729; number 48, C, carries 2.5052; number 49, C, carries -1.7286; number 50, C, carries -1.6700; number 51, C, carries -1.8650; number 52, C, carries 2.4945; number 53, C, carries -1.6437; number 54, C, carries -1.6170; number 55, C, carries -1.7400; number 56, H, carries 0.2144; number 57, H, carries 0.6181; number 58, H, carries 0.3010; number 59, H, carries 0.3498; number 60, H, carries 0.5521; number 61, H, carries 0.3158; number 62, H, carries 0.3311; number 63, H, carries 0.3811; number 64, H, carries 0.5263; number 65, H, carries 0.3542; number 66, H, carries 0.4967; number 67, H, carries 0.4392; number 68, H, carries 0.1348; number 69, H, carries 0.2999; number 70, H, carries 0.5737; number 71, H, carries 0.2825; number 72, H, carries 0.5459; number 73, H, carries 0.2983; number 74, H, carries 0.3776; number 75, H, carries 0.3496; number 76, H, carries 0.5675